(1)
A cluster of 2 separate species, C11H15NO in total in a non-equilibrium geometry, computed with ωB97M-V/def2-TZVPD.

```
28
Properties=species:S:1:pos:R:3:forces:R:3:nbo_charge:R:1
C -0.340 2.507 -3.781 -3.0 -1.9 0.4 -0.64
C -0.339 1.436 -2.686 1.9 0.2 0.2 -0.09
C 0.854 1.268 -2.034 -0.6 1.1 0.3 -0.04
N 0.701 0.571 -0.859 0.4 0.5 -0.5 -0.53
C -0.610 0.207 -0.741 -0.8 -1.0 -0.9 0.15
C -1.251 -0.682 0.150 1.4 1.5 -1.6 -0.24
C -2.491 -1.139 -0.236 0.5 -1.3 2.4 -0.22
C -3.136 -0.843 -1.434 0.7 0.5 -0.4 -0.24
C -2.496 0.036 -2.296 -0.4 0.2 0.0 -0.19
C -1.273 0.616 -1.956 0.4 0.1 0.6 -0.10
H -1.401 2.746 -3.984 0.3 0.1 0.1 0.21
H -0.040 2.031 -4.714 0.9 0.8 -0.1 0.23
H 0.069 3.407 -3.353 0.8 0.2 -0.7 0.23
H 1.763 1.834 -2.217 0.0 -0.3 0.0 0.20
H 1.479 0.532 -0.233 -0.2 -0.4 0.6 0.41
H -0.645 -1.012 0.991 -0.7 -0.3 0.2 0.22
H -2.775 -1.837 0.564 -1.1 0.0 -0.9 0.22
H -4.038 -1.330 -1.767 -0.2 -0.1 0.3 0.22
H -2.904 0.251 -3.277 -0.2 0.0 0.1 0.21
C 2.945 -0.688 3.583 -0.7 -0.3 -0.6 -0.64
C 1.521 -1.136 3.910 -1.7 1.1 -0.1 -0.08
O 1.219 -2.442 3.440 0.3 0.0 0.2 -0.72
H 2.962 -0.416 2.521 0.3 -0.3 0.1 0.20
H 3.598 -1.533 3.772 0.3 0.0 -0.1 0.21
H 3.330 0.176 4.105 -0.2 0.2 0.5 0.22
H 1.181 -0.963 4.940 0.8 -0.6 0.3 0.17
H 0.713 -0.558 3.432 0.8 0.5 -0.4 0.17
H 1.404 -3.038 4.161 0.1 -0.5 0.1 0.46
```
Positions in Å, forces in eV/Å.

Properties
HOMO energy in eV: -7.65
Total charge: 0
SMILES: Cc1c[nH]c2ccccc12.CCO



(2)
A structure of composition C26H40N9OS5SiTb in a non-equilibrium geometry, computed with ωB97M-V/def2-TZVPD.

```
83
Properties=species:S:1:pos:R:3:forces:R:3:mulliken_spin:R:1
Tb 0.673 0.362 0.213 0.5 1.0 0.4 6.22
N 1.049 3.035 0.430 0.4 0.2 0.1 -0.01
C -0.156 3.857 0.468 -0.3 0.0 -0.3 0.00
C -0.997 3.538 -0.783 0.3 0.2 0.4 0.00
N -0.981 2.087 -1.045 -0.1 -0.2 -0.3 -0.01
H 1.577 3.125 1.296 -0.1 -0.1 -0.1 0.00
H 1.650 3.342 -0.334 0.0 -0.1 0.1 0.00
H 0.059 4.935 0.489 -0.1 -0.2 0.1 0.00
H -0.712 3.602 1.376 0.0 0.0 -0.1 0.00
H -0.576 4.079 -1.638 -0.1 0.0 0.1 0.00
H -2.020 3.897 -0.631 0.1 -0.1 -0.1 0.00
H -0.486 1.911 -1.921 -0.2 0.0 0.1 0.00
H -1.926 1.738 -1.181 0.3 -0.1 0.1 0.00
C -4.194 -3.093 1.210 -0.3 -0.2 0.0 0.00
N -3.331 -2.168 0.525 0.0 0.2 0.1 0.00
C -2.286 -2.640 -0.348 0.4 -0.1 -0.2 0.00
C -1.481 -1.365 -0.557 -1.1 -0.3 0.0 -0.02
O -0.471 -1.226 -1.241 0.2 0.0 -0.2 -0.03
N -2.067 -0.359 0.132 0.3 0.4 -0.1 -0.01
C -3.118 -0.872 0.776 0.0 -0.4 -0.3 0.00
N -3.933 -0.104 1.509 0.0 -0.1 0.2 0.00
H -3.585 -3.898 1.633 -0.1 0.2 0.0 0.00
H -4.931 -3.517 0.521 0.0 0.1 0.1 0.00
H -4.715 -2.595 2.026 0.0 -0.1 0.0 0.00
H -2.681 -3.049 -1.279 0.0 0.1 -0.1 0.00
H -1.677 -3.403 0.147 0.0 0.1 0.0 0.00
H -3.573 0.807 1.746 0.0 -0.1 0.0 0.00
H -4.536 -0.539 2.188 0.0 0.1 0.0 0.00
C 2.275 -2.514 -1.802 0.2 0.2 0.3 0.00
S 3.070 -1.563 -0.473 -0.4 -0.2 0.1 -0.01
C 3.104 -2.856 0.804 -0.1 0.3 -0.3 0.00
H 2.987 -3.225 -2.213 0.0 0.0 0.0 0.00
H 1.973 -1.807 -2.568 -0.1 0.1 -0.1 0.00
H 1.400 -3.019 -1.404 -0.1 0.0 0.0 0.00
H 2.087 -3.077 1.116 0.0 -0.1 0.0 0.00
H 3.662 -2.451 1.639 0.1 0.0 0.2 0.00
H 3.603 -3.739 0.417 0.1 -0.1 0.0 0.00
C 4.051 1.427 1.042 -0.4 -0.2 0.6 0.01
Si 3.204 1.120 2.736 0.9 0.4 -0.2 -0.01
C 4.071 -0.379 3.576 -0.6 0.5 -0.2 0.00
C 3.559 2.720 3.743 -0.3 -0.7 -0.3 0.00
N 1.536 0.935 2.363 0.2 -0.3 -0.6 -0.06
C 0.568 0.810 3.319 -0.4 0.2 0.2 -0.02
C 0.823 0.434 4.650 0.1 0.0 -0.2 0.00
C -0.185 0.322 5.579 -0.1 0.1 0.2 0.00
C -1.499 0.615 5.247 -0.1 -0.1 0.0 0.00
C -1.778 1.004 3.948 -0.2 0.0 -0.1 0.01
C -0.778 1.092 2.998 0.3 0.0 -0.2 0.02
H 4.346 2.466 0.926 -0.1 0.2 0.0 0.00
H 3.387 1.173 0.215 0.1 0.0 -0.1 -0.01
H 4.950 0.832 0.923 0.1 -0.2 -0.1 0.00
H 4.866 -0.766 2.950 0.2 0.0 -0.2 0.00
H 3.362 -1.184 3.752 -0.1 -0.1 0.0 0.00
H 4.504 -0.116 4.535 0.1 0.1 0.2 0.00
H 4.595 2.770 4.059 0.3 -0.1 0.0 0.00
H 2.939 2.789 4.629 -0.2 0.0 0.3 0.00
H 3.368 3.603 3.139 -0.1 0.1 -0.2 0.00
H 1.838 0.214 4.936 0.2 -0.1 0.1 0.00
H 0.061 0.013 6.584 0.0 0.0 0.1 0.00
H -2.287 0.527 5.980 0.0 0.0 0.0 0.00
H -2.796 1.273 3.685 0.0 0.0 0.0 0.00
H -1.011 1.412 1.973 -0.1 0.1 0.4 -0.01
S -1.214 -3.412 2.943 -0.6 -0.9 0.9 0.00
C -0.363 -2.351 2.123 0.8 1.0 -1.0 0.00
N 0.223 -1.597 1.433 -0.1 -0.5 0.6 -0.03
S 0.244 1.987 -7.375 0.2 0.3 -0.5 0.00
C 0.557 1.505 -5.841 0.2 0.3 0.1 0.00
S 1.919 2.176 -4.941 -0.8 -0.7 0.3 0.00
C 1.353 1.285 -3.509 -0.2 0.2 -1.2 0.00
N 0.294 0.590 -3.740 0.1 -0.3 0.9 0.00
N -0.133 0.655 -5.032 0.8 0.7 -0.5 0.00
C -1.165 -0.233 -5.380 -0.6 -0.5 0.0 0.00
C -1.590 -0.438 -6.689 0.1 0.1 -0.1 0.00
C -2.571 -1.375 -6.957 -0.2 -0.2 0.2 0.00
C -3.148 -2.113 -5.938 -0.1 -0.1 -0.1 0.00
C -2.731 -1.899 -4.634 0.0 0.0 -0.1 0.00
C -1.750 -0.972 -4.351 0.0 0.0 0.1 0.00
S 2.166 1.409 -2.038 0.6 0.0 0.7 -0.03
H -1.159 0.120 -7.500 0.0 0.0 0.0 0.00
H -2.877 -1.534 -7.980 0.0 0.0 -0.1 0.00
H -3.908 -2.849 -6.156 -0.1 0.0 0.0 0.00
H -3.168 -2.470 -3.826 0.0 0.0 0.1 0.00
H -1.404 -0.829 -3.341 0.0 0.0 0.0 0.00
```
Positions in Å, forces in eV/Å.

Properties
Multiplicity: 7
HOMO energy (spin up / spin down) in eV: -7.35 / -7.38
Total charge: 0



(3)
A structure of composition C39H41Br9F4O9 in a non-equilibrium geometry, computed with ωB97M-V/def2-TZVPD.

```
102
Properties=species:S:1:pos:R:3:forces:R:3:mulliken_charge:R:1
C 0.380 -2.743 -4.714 -0.8 0.7 0.7 -1.11
C 0.321 -4.246 -4.519 2.8 0.7 -0.4 0.61
C -0.846 -4.912 -3.797 1.2 1.5 0.0 -0.12
O -1.159 -5.977 -4.663 -1.0 -0.5 0.4 -0.37
C -0.480 -5.917 -5.835 0.7 0.6 0.4 0.54
O -0.627 -6.644 -6.752 -0.3 -0.4 -0.3 -0.51
O 0.443 -4.933 -5.777 -1.1 0.0 -0.3 -0.42
H -0.455 -2.331 -5.282 0.1 -0.1 -0.3 0.45
H 1.335 -2.362 -5.072 -0.1 -0.5 -0.6 0.39
H 0.345 -2.216 -3.752 -0.3 -0.4 0.2 -0.05
H 1.330 -4.448 -4.129 -0.5 -0.4 0.9 0.15
H -1.612 -4.148 -3.639 -0.6 -0.5 -0.5 0.31
H -0.520 -5.186 -2.794 -0.2 -0.8 -0.2 0.19
C 0.134 0.440 -2.084 0.9 -1.4 0.6 -1.36
C 0.007 1.136 -0.737 -0.8 1.0 -1.2 1.30
C -1.376 0.975 -0.077 1.0 0.1 0.1 0.59
O -1.028 0.724 1.292 -0.3 -0.5 0.4 -0.23
C 0.269 0.363 1.393 -0.2 0.9 -0.6 0.60
O 0.810 -0.063 2.364 -0.1 -0.3 0.1 -0.53
O 0.905 0.679 0.256 0.7 -0.9 -0.2 -0.40
H 0.184 -0.641 -1.914 -0.2 0.0 0.1 -0.42
H 1.087 0.673 -2.556 -0.2 0.3 -0.2 0.36
H -0.683 0.589 -2.786 0.0 0.4 0.2 0.08
H 0.287 2.178 -0.921 -0.4 0.2 0.3 0.42
H -1.918 0.125 -0.483 0.0 -0.1 0.1 -0.27
H -1.981 1.874 -0.138 -0.1 -0.1 0.1 -0.39
C 2.908 2.951 -8.540 -0.2 0.2 -0.5 -1.41
C 3.302 2.204 -7.297 -0.5 -0.7 0.9 0.37
C 3.325 2.965 -5.970 0.1 0.7 -0.2 -0.44
O 2.533 2.201 -5.066 0.4 -0.1 0.2 -0.18
C 1.881 1.250 -5.744 -0.7 0.2 -0.3 0.60
O 1.031 0.546 -5.299 0.1 -0.3 0.4 -0.42
O 2.229 1.260 -7.031 0.1 -0.2 -0.6 -0.38
H 3.526 3.795 -8.845 0.5 -0.2 0.3 0.37
H 1.910 3.382 -8.428 -0.1 -0.2 0.2 0.34
H 2.859 2.232 -9.357 0.0 0.1 -0.1 0.35
H 4.185 1.568 -7.377 0.2 0.3 -0.4 0.30
H 2.847 3.940 -6.076 0.1 0.1 0.0 0.22
H 4.325 3.083 -5.561 0.0 0.0 0.0 0.29
F -3.799 -2.294 6.079 0.4 -0.2 0.4 -0.32
C -3.421 -2.246 4.798 -1.3 -0.2 -1.8 0.13
C -2.121 -2.020 4.412 0.3 0.1 1.5 -0.52
C -1.815 -1.787 3.090 -0.4 0.4 -0.1 0.43
C -2.840 -1.766 2.161 0.0 -0.8 -0.9 -0.26
C -4.147 -2.144 2.480 0.7 0.8 1.3 -0.82
C -4.438 -2.366 3.837 0.3 0.4 -0.2 -0.41
H -1.394 -1.931 5.214 0.1 0.0 -0.2 0.44
H -0.820 -1.469 2.809 0.0 -0.3 0.1 0.18
H -2.576 -1.548 1.131 -0.2 0.1 0.0 0.26
H -4.931 -2.048 1.744 -0.1 -0.3 0.0 0.43
H -5.461 -2.505 4.161 0.0 -0.2 0.1 0.39
F 0.890 -4.201 6.792 -0.1 0.1 -0.1 -0.33
C 1.374 -2.935 6.849 -0.3 -0.4 -0.4 0.49
C 1.322 -2.133 5.733 0.7 0.5 0.2 -0.76
C 1.901 -0.855 5.816 -1.1 -0.8 -0.5 0.21
C 2.496 -0.400 6.983 -0.6 -0.1 1.3 -0.67
C 2.446 -1.222 8.117 0.1 -1.4 -0.4 -0.25
C 1.896 -2.509 8.038 0.5 0.4 0.1 -0.58
H 0.883 -2.450 4.798 -0.1 -0.2 0.1 0.76
H 1.672 -0.303 4.913 0.7 0.6 0.3 -0.05
H 2.788 0.624 7.168 0.4 -0.3 -0.5 0.45
H 2.896 -1.018 9.079 0.0 0.7 -0.1 0.35
H 1.928 -3.222 8.851 0.0 0.2 0.2 0.42
F -0.251 -2.485 -0.514 -0.1 0.1 0.2 -0.29
C 0.938 -2.997 -0.108 0.3 -1.3 -0.1 0.68
C 2.008 -2.931 -0.974 -0.2 -0.3 0.5 -0.16
C 3.209 -3.519 -0.542 -0.1 1.5 0.0 -0.70
C 3.292 -4.098 0.704 0.2 -0.5 -0.1 -0.65
C 2.139 -4.358 1.450 1.1 0.0 0.0 -0.44
C 0.965 -3.791 1.051 -1.3 0.7 -0.8 -0.49
H 1.859 -2.466 -1.937 0.3 0.2 0.0 0.39
H 4.107 -3.290 -1.103 0.0 -0.4 -0.1 0.35
H 4.258 -4.402 1.085 0.0 -0.2 -0.1 0.40
H 2.256 -5.008 2.306 -0.4 0.2 0.2 0.44
H -0.002 -3.974 1.504 0.1 0.0 0.4 0.48
F 1.485 2.046 6.520 0.2 0.3 -0.3 -0.14
C 0.905 2.731 5.518 -1.3 0.5 -0.1 -0.28
C 0.927 2.281 4.218 0.9 0.1 -0.4 0.10
C 0.287 3.036 3.233 -0.3 -0.3 0.6 0.00
C -0.394 4.178 3.600 -0.8 1.0 -0.1 -0.40
C -0.548 4.562 4.927 1.6 -0.2 0.3 -0.79
C 0.153 3.840 5.886 0.1 -0.2 0.4 -0.49
H 1.564 1.453 3.932 -0.3 -0.1 0.1 0.81
H 0.220 2.649 2.225 0.4 0.4 -0.1 0.16
H -0.823 4.884 2.896 0.0 -0.5 -0.4 0.23
H -0.999 5.510 5.182 -0.3 -0.1 0.0 0.37
H 0.190 4.076 6.944 -0.3 0.3 -0.1 0.40
C -5.366 1.500 -1.548 0.5 0.0 -0.7 -0.37
Br -5.400 3.259 -2.368 0.1 -0.2 0.4 -0.01
Br -5.165 1.469 0.349 0.1 0.2 0.0 -0.01
Br -3.926 0.422 -2.402 -0.9 0.3 0.2 -0.03
H -6.337 1.089 -1.782 0.2 -0.4 -0.1 0.39
C -2.844 6.178 0.673 0.8 0.1 -0.2 -0.55
Br -4.428 6.559 -0.366 0.4 -0.2 0.3 -0.04
Br -1.529 7.638 0.537 -0.4 -0.5 -0.1 -0.03
Br -1.991 4.445 0.246 -0.6 0.8 0.3 0.29
H -3.089 6.156 1.725 -0.2 -0.2 -0.1 0.50
C -0.927 4.800 -4.192 -0.1 -0.1 0.2 -0.40
Br 0.999 5.045 -4.204 -0.5 0.2 0.1 -0.02
Br -1.851 5.991 -2.939 0.5 -0.4 -0.9 0.00
Br -1.346 2.943 -3.882 -0.1 0.3 0.2 0.10
H -1.289 4.960 -5.198 0.0 0.5 0.1 0.42
```
Positions in Å, forces in eV/Å.

Properties
HOMO energy in eV: -8.94
Total charge: 0



(4)
A cluster of 2 separate species, C15H17IO9P2 in total in a non-equilibrium geometry, computed with ωB97M-V/def2-TZVPD.

```
44
Properties=species:S:1:pos:R:3:forces:R:3:nbo_charge:R:1
C -0.666 1.601 0.965 0.6 0.0 0.1 -0.30
C -1.706 1.253 0.491 -0.5 -0.1 0.2 0.05
C -2.952 0.680 0.010 0.8 -0.2 -0.6 -0.54
C -3.183 -0.784 0.478 -0.9 0.4 0.9 0.12
C -2.449 -1.224 1.753 -0.5 0.0 0.0 -0.09
O -1.250 -1.804 1.348 -0.3 -0.5 0.5 -0.83
P -1.398 -2.601 -0.217 1.3 1.9 -1.8 1.16
C 0.325 -3.350 0.179 -0.9 -1.3 0.4 -0.41
O 1.056 -3.685 -1.022 0.0 0.5 0.3 -0.51
C 2.334 -3.315 -1.069 0.3 0.1 -0.7 0.83
C 3.130 -3.236 0.209 -0.2 0.6 0.2 -0.74
O 2.885 -3.110 -2.128 -0.1 -0.4 0.0 -0.62
C -0.469 -1.243 -1.268 0.5 1.0 -0.3 0.51
O -0.993 -0.952 -2.374 0.0 -0.2 0.5 -0.80
O 0.599 -0.729 -0.806 -0.4 -0.6 0.1 -0.84
P -2.349 -4.471 0.662 0.4 -0.8 0.1 0.54
O -2.537 -4.304 2.326 -0.2 -0.5 0.1 -1.05
I -4.678 -4.546 -0.271 -0.3 0.1 0.3 -0.30
O -2.921 -1.749 -0.456 0.2 -0.4 -0.1 -0.79
H 0.341 1.644 1.294 0.1 0.2 0.0 0.23
H -2.854 0.638 -1.077 -0.3 0.0 -0.1 0.28
H -3.786 1.321 0.282 -0.2 0.0 0.1 0.20
H -4.255 -0.825 0.727 -0.1 0.0 -0.1 0.14
H -3.157 -1.916 2.232 0.3 -0.4 0.0 0.15
H -2.280 -0.454 2.506 0.2 0.4 -0.2 0.17
H -1.575 -3.335 -1.457 -0.3 -0.3 0.3 -0.10
H 0.212 -4.292 0.738 0.2 0.0 0.1 0.15
H 0.804 -2.614 0.804 0.2 0.2 -0.2 0.22
H 2.887 -2.298 0.705 -0.1 0.1 0.1 0.25
H 2.916 -4.034 0.914 0.0 -0.2 0.0 0.21
H 4.176 -3.175 -0.060 0.2 -0.3 0.0 0.22
H -1.794 -3.787 2.661 -0.1 0.5 -0.2 0.49
C 2.627 5.679 0.413 0.1 0.0 0.0 -0.23
C 3.319 5.838 -0.710 0.0 0.0 0.1 -0.23
C 2.864 5.231 -1.988 0.0 -0.1 -0.1 0.48
O 3.505 5.387 -3.008 0.0 0.1 0.0 -0.52
C 1.612 4.442 -1.962 0.0 0.0 0.0 -0.23
C 0.914 4.281 -0.839 -0.1 0.0 0.0 -0.22
C 1.367 4.889 0.438 -0.1 -0.1 -0.1 0.47
O 0.741 4.755 1.466 0.0 0.1 0.1 -0.48
H 2.941 6.112 1.355 0.0 0.0 0.0 0.22
H 4.238 6.411 -0.752 0.0 0.0 0.0 0.22
H 1.300 4.005 -2.902 0.0 -0.1 0.0 0.24
H -0.002 3.701 -0.800 0.1 -0.1 0.1 0.27
```
Positions in Å, forces in eV/Å.

Properties
HOMO energy in eV: -0.23
Total charge: -2